1.
ORCA calculation (wB97M-V/def2-TZVPD) on 2 unconnected molecules or ions with the total composition C4H5FO at a distorted geometry.

Last column: natural (NBO) charge in e.
CARTESIAN COORDINATES (ANGSTROEM)
H (1.846, 1.459, -2.250)  0.218
H (-1.168, -1.738, -0.031)  0.263
H (-2.152, -0.779, 1.204)  0.264
F (0.518, -0.758, -1.599)  -0.375
C (-1.209, -1.182, 0.923)  -0.775
C (-0.268, -0.037, 0.974)  0.663
C (1.370, 1.465, -1.244)  -0.556
H (1.594, 2.430, -0.753)  0.235
C (0.660, 0.378, -0.812)  0.278
O (0.030, 0.706, 1.821)  -0.479
H (-1.222, -1.944, 1.767)  0.265

For the relative energy (zero: lowest compared OMol25 entry of this formula, charge and spin), the calculation gives 2.156 eV. As for the orbital gap: 10.4 eV. The LUMO energy is 0.83 eV.



2.
ORCA calculation (wB97M-V/def2-TZVPD) on a single C4H5FOS molecule at a distorted geometry.

Last column: Löwdin spin population.
CARTESIAN COORDINATES (ANGSTROEM)
C (1.413, -0.420, 0.101)  0.583
H (-2.600, 0.739, 0.037)  0.017
F (1.759, -1.251, -0.988)  0.102
C (-0.663, 1.388, -0.219)  0.184
H (-0.961, 2.446, -0.323)  0.007
H (3.307, -0.358, 0.865)  0.023
C (-1.557, 0.414, 0.003)  0.075
O (2.303, -0.298, 1.065)  0.167
H (-1.919, -1.481, 0.713)  0.029
C (-1.300, -0.955, -0.033)  0.620
H (-0.902, -1.478, -0.945)  0.026
S (1.119, 1.256, -0.275)  0.165

As for the orbital gap (alpha / beta): 7.7 / 7.5 eV. The LUMO energy (alpha / beta) is 0.60 / -1.20 eV. Its expectation value of S² is 2.0249. Its spin multiplicity is 3.



3.
ORCA calculation (wB97M-V/def2-TZVPD) on a single C4H5FS molecule at a distorted geometry.

Last column: natural (NBO) charge in e.
CARTESIAN COORDINATES (ANGSTROEM)
F (1.798, 0.792, 1.027)  -0.323
H (-0.951, 0.773, -1.614)  0.180
C (-0.387, -0.232, -1.576)  -0.289
C (0.533, 0.806, 0.598)  0.218
H (0.998, -1.112, -0.003)  0.235
C (-0.561, -0.204, 1.152)  -0.424
H (-1.537, -0.085, 1.288)  0.220
C (0.096, -0.416, -0.197)  -0.339
S (-0.123, -0.957, -2.944)  0.104
H (0.067, -1.106, 1.663)  0.233
H (0.068, 1.741, 0.606)  0.187

For the relative energy (zero: lowest compared OMol25 entry of this formula, charge and spin), the calculation gives 2.625 eV. As for the orbital gap: 8.7 eV. The LUMO energy is -0.11 eV.



4.
ORCA calculation (wB97M-V/def2-TZVPD) on a single C4H5FS2 molecule.

Last column: natural (NBO) charge in e.
CARTESIAN COORDINATES (ANGSTROEM)
C (-1.469, 0.540, 0.152)  -0.394
S (0.104, -1.723, 0.427)  -0.002
S (1.056, 0.976, -0.471)  0.329
C (-2.647, 0.019, 0.509)  0.335
H (-1.512, 1.580, -0.095)  0.231
H (2.442, -0.862, -1.192)  0.240
C (2.545, -0.024, -0.501)  -0.752
F (-2.854, -1.225, 0.889)  -0.296
C (-0.169, -0.154, 0.071)  -0.332
H (2.745, -0.399, 0.501)  0.240
H (-3.559, 0.622, 0.532)  0.171
H (3.317, 0.650, -0.822)  0.231

For the relative energy (zero: lowest compared OMol25 entry of this formula, charge and spin), the calculation gives 0.000 eV. As for the orbital gap: 8.1 eV. The LUMO energy is -0.46 eV.



5.
ORCA calculation (wB97M-V/def2-TZVPD) on a molecular structure, C4H5FeLiO at a distorted geometry.

Last column: Löwdin spin population.
CARTESIAN COORDINATES (ANGSTROEM)
H (-3.966, -0.077, -1.255)  0.000
C (0.989, 2.359, -0.609)  0.040
Li (-0.807, 1.322, 1.303)  0.054
Fe (2.186, 2.853, 2.014)  4.643
C (0.153, 1.604, -1.566)  0.006
H (0.169, 2.112, -2.542)  0.001
H (0.696, 0.667, -1.782)  0.000
O (0.887, 2.215, 0.645)  0.239
C (-1.946, 0.386, -0.246)  0.003
H (1.941, 2.756, -1.001)  0.009
H (-0.742, 2.223, -1.063)  0.001
C (-3.021, 0.080, -0.759)  0.003

For the relative energy (zero: lowest compared OMol25 entry of this formula, charge and spin), the calculation gives 4.557 eV. Its total charge is +1. As for the orbital gap (alpha / beta): 5.5 / 4.3 eV. The LUMO energy (alpha / beta) is -5.73 / -6.94 eV. Its expectation value of S² is 8.7535. Its spin multiplicity is 6.



6.
ORCA calculation (wB97M-V/def2-TZVPD) on a single C4H5I molecule at a distorted geometry.

Last column: natural (NBO) charge in e.
CARTESIAN COORDINATES (ANGSTROEM)
C (0.361, 0.272, 0.958)  -0.766
C (-2.154, -0.990, -1.083)  -0.324
H (-2.442, -1.601, -1.834)  0.181
H (-0.275, 0.145, 1.808)  0.253
C (-0.944, -0.151, -1.250)  -0.417
H (1.236, 0.992, 1.293)  0.237
C (-0.191, 0.483, -0.287)  0.222
H (-0.884, 0.219, -2.311)  0.231
H (1.016, -0.520, 0.761)  0.257
I (-2.369, -1.971, 0.700)  0.127

For the relative energy (zero: lowest compared OMol25 entry of this formula, charge and spin), the calculation gives 3.730 eV. As for the orbital gap (alpha / beta): 7.6 / 7.3 eV. The LUMO energy (alpha / beta) is -0.81 / -0.30 eV.



7.
ORCA calculation (wB97M-V/def2-TZVPD) on a single C4H5I molecule at a distorted geometry.

Last column: natural (NBO) charge in e.
CARTESIAN COORDINATES (ANGSTROEM)
C (0.940, -0.899, -0.143)  -0.412
H (1.102, 1.193, -1.160)  0.230
H (-1.387, -0.640, 1.811)  0.229
H (1.783, -0.736, 0.342)  0.220
I (-2.257, 2.050, 1.196)  0.115
H (0.648, -1.820, -0.573)  0.224
C (-1.200, 0.194, 1.075)  -0.354
C (-0.172, 0.008, 0.266)  -0.022
C (0.564, 0.317, -0.956)  -0.461
H (-0.022, 0.331, -1.857)  0.230

For the relative energy (zero: lowest compared OMol25 entry of this formula, charge and spin), the calculation gives 1.175 eV. As for the orbital gap: 9.4 eV. The LUMO energy is 0.51 eV.



8.
ORCA calculation (wB97M-V/def2-TZVPD) on a single C4H5I molecule at a distorted geometry.

Last column: natural (NBO) charge in e.
CARTESIAN COORDINATES (ANGSTROEM)
H (1.319, 0.839, 2.090)  0.227
H (-0.383, 0.501, -2.160)  0.179
C (0.394, -0.302, 0.655)  0.185
C (0.634, 0.811, 1.258)  -0.555
H (-1.238, -1.471, 0.063)  0.238
C (-0.445, -0.913, -0.440)  -0.607
C (-1.077, 0.030, -1.475)  -0.249
H (0.174, -1.622, -0.994)  0.239
I (-2.444, 1.450, -0.755)  0.126
H (0.189, 1.774, 1.007)  0.217

For the relative energy (zero: lowest compared OMol25 entry of this formula, charge and spin), the calculation gives 3.072 eV. As for the orbital gap (alpha / beta): 8.0 / 8.4 eV. The LUMO energy (alpha / beta) is -0.64 / -0.14 eV.



9.
ORCA calculation (wB97M-V/def2-TZVPD) on 2 unconnected molecules or ions with the total composition C4H5I at a distorted geometry.

Last column: Löwdin spin population.
CARTESIAN COORDINATES (ANGSTROEM)
H (-0.463, -0.063, 1.157)  0.032
I (3.109, 0.807, 1.092)  0.281
H (-0.558, 1.596, 1.649)  0.027
H (0.360, 0.134, -1.642)  0.022
C (0.131, 0.749, 1.586)  0.214
C (0.164, -0.752, -2.176)  0.017
H (-0.232, -2.665, -3.280)  0.000
H (0.472, 0.457, 2.580)  0.020
C (-0.047, -1.777, -2.752)  0.001
C (1.125, 1.099, 0.568)  1.387

For the relative energy (zero: lowest compared OMol25 entry of this formula, charge and spin), the calculation gives 1.041 eV. As for the orbital gap (alpha / beta): 8.5 / 8.5 eV. The LUMO energy (alpha / beta) is 0.56 / -1.55 eV. Its expectation value of S² is 2.0107. Its spin multiplicity is 3.



10.
ORCA calculation (wB97M-V/def2-TZVPD) on a single C4H5IN2 molecule at a distorted geometry.

Last column: natural (NBO) charge in e.
CARTESIAN COORDINATES (ANGSTROEM)
C (-0.603, -1.248, -1.085)  -0.580
I (-2.054, 2.061, 1.638)  0.207
C (0.823, 1.003, 1.158)  0.054
C (0.740, -0.534, -0.947)  -0.493
N (0.848, 1.673, 2.290)  -0.162
H (1.498, -1.294, -0.595)  0.239
C (0.701, 0.382, 0.117)  0.095
H (-1.175, -0.691, -1.738)  0.208
H (1.048, -0.025, -1.884)  0.250
H (-0.351, -2.100, -1.608)  0.209
N (-0.341, 2.159, 2.851)  -0.248
H (-1.136, -1.384, -0.196)  0.220

For the relative energy (zero: lowest compared OMol25 entry of this formula, charge and spin), the calculation gives 4.703 eV. As for the orbital gap: 8.1 eV. The LUMO energy is -1.26 eV.



11.
ORCA calculation (wB97M-V/def2-TZVPD) on a molecular structure, C4H5IN2O at a distorted geometry.

Last column: natural (NBO) charge in e.
CARTESIAN COORDINATES (ANGSTROEM)
C (2.231, 0.559, -0.014)  0.877
C (-0.640, 1.156, 1.068)  -0.392
C (0.781, -1.744, -1.789)  -0.055
I (-0.045, 0.643, -2.885)  0.232
N (1.604, 1.501, 0.307)  -0.547
H (-1.557, 1.494, 1.110)  0.193
C (0.336, 1.941, 0.614)  -0.015
O (3.073, -0.198, -0.244)  -0.528
H (0.245, 2.946, 0.304)  0.202
H (1.154, -1.971, -2.921)  0.183
N (0.302, -0.683, -1.341)  -0.548
H (0.946, -2.424, -0.976)  0.194
H (-0.372, 0.116, 1.427)  0.204

For the relative energy (zero: lowest compared OMol25 entry of this formula, charge and spin), the calculation gives 2.186 eV. As for the orbital gap: 9.0 eV. The LUMO energy is -0.13 eV.



12.
ORCA calculation (wB97M-V/def2-TZVPD) on 2 unconnected molecules or ions with the total composition C4H5IN2S at a distorted geometry.

Last column: natural (NBO) charge in e.
CARTESIAN COORDINATES (ANGSTROEM)
I (-4.045, -0.244, -1.495)  0.262
C (-0.148, 0.851, 0.005)  -0.645
C (0.242, 0.914, -1.464)  -0.039
H (-1.926, -1.990, -1.531)  0.219
H (0.547, 0.066, 0.208)  0.233
H (-1.165, 0.746, 0.260)  0.232
H (0.340, 1.650, 0.528)  0.234
N (1.401, 1.558, -3.209)  -0.380
C (-2.513, -1.339, -2.206)  -0.590
H (-2.273, -1.292, -3.375)  0.245
S (0.357, 0.604, -4.010)  0.586
N (1.278, 1.669, -1.965)  -0.179
C (-0.438, 0.324, -2.486)  -0.177

For the relative energy (zero: lowest compared OMol25 entry of this formula, charge and spin), the calculation gives 5.097 eV. As for the orbital gap (alpha / beta): 8.7 / 7.5 eV. The LUMO energy (alpha / beta) is -0.76 / -1.24 eV.



no.,M (g/mol),energy (a.u.)
1,88.08,-330.408501
2,120.15,-728.515588
3,104.15,-653.344465
4,136.22,-1051.616711
5,131.87,-1501.354055
6,179.99,-452.911115
7,179.99,-453.004994
8,179.99,-452.935284
9,179.99,-452.872141
10,208.00,-562.442558
11,224.00,-637.765100
12,240.07,-960.596810